Entry 1:
The following is a DFT calculation (the ωB97M-V functional and the def2-TZVPD basis) of a 3-piece molecular cluster, C4H10O4 overall.

Atoms and positions in Å:
C (-1.116, 0.223, 0.929)
C (0.013, 1.257, 0.548)
C (-0.247, 1.842, -0.836)
O (0.575, 1.859, -1.724)
C (-1.524, -0.635, -0.208)
O (-2.009, -0.220, -1.286)
H (-1.968, 0.851, 1.184)
H (-0.779, -0.372, 1.789)
H (1.051, 0.929, 0.644)
H (-0.123, 2.057, 1.313)
H (-1.328, 2.014, -1.002)
H (-1.321, -1.740, -0.189)
H (2.527, -1.801, -0.859)
H (1.624, -0.690, -0.536)
O (1.665, -1.660, -0.455)
H (0.868, -1.839, 2.816)
H (1.959, -2.503, 2.056)
O (1.626, -1.625, 2.270)

Properties
E_LUMO (spin up / spin down)   3.47 / 3.30 eV
Net charge   -1
HOMO level (spin up / spin down)   0.445 / -3.694 eV
Multiplicity   2
Relative energy (zero: lowest compared OMol25 entry of this formula, charge and spin)   26.9 kcal/mol
Electronic energy   -459.299761 hartree
Frontier orbital gap (spin up / spin down)   3.028 / 6.994 eV

Here are the natural (NBO) charges for atoms 1 to 6, given in e: C -0.497; C -0.558; C 0.394; O -0.607; C 0.110; O -0.742



Entry 2:
The following is a DFT calculation (the ωB97M-V functional and the def2-TZVPD basis) of C4H4AgLiO5 as an isolated structure.

Atoms and positions in Å:
O (0.643, -1.080, -0.526)
C (-0.594, -1.507, -0.092)
C (0.553, -0.469, -1.832)
O (-0.241, -0.612, 2.126)
O (-1.485, -0.766, -0.764)
C (-0.955, -0.354, -2.042)
H (1.067, -1.149, -2.521)
H (1.049, 0.505, -1.890)
H (-1.337, -1.013, -2.831)
H (-1.280, 0.677, -2.218)
C (-0.063, 0.592, 2.562)
O (0.948, 1.278, 2.110)
O (-0.780, 1.105, 3.469)
Li (1.898, -0.207, 0.681)
Ag (0.576, 2.999, 3.768)

Properties
E_LUMO   -1.01 eV
Net charge   0
HOMO level   -7.214 eV
Relative energy (zero: lowest compared OMol25 entry of this formula, charge and spin)   27.4 kcal/mol
Electronic energy   -685.437915 hartree
Frontier orbital gap   6.207 eV

Here are the natural (NBO) charges for atoms 1 to 6, given in e: O -0.643; C 0.595; C -0.143; O -0.832; O -0.508; C -0.129



Entry 3:
The following is a DFT calculation (the ωB97M-V functional and the def2-TZVPD basis) of a single C2H3NO2 molecule.

Atoms and positions in Å:
C (0.547, -0.576, 0.192)
C (-0.699, 0.386, 0.410)
O (-1.047, 0.541, 1.613)
N (-0.666, 1.072, -0.750)
O (-0.542, 1.089, -1.979)
H (0.081, -1.570, -0.121)
H (1.214, -0.294, -0.464)
H (1.111, -0.647, 1.098)

Properties
E_LUMO (spin up / spin down)   -1.87 / -1.70 eV
Net charge   0
HOMO level (spin up / spin down)   -9.658 / -9.732 eV
SMILES string   CC(=O)N=O
Relative energy (zero: lowest compared OMol25 entry of this formula, charge and spin)   119.4 kcal/mol
Electronic energy   -283.067788 hartree
Frontier orbital gap (spin up / spin down)   7.787 / 8.029 eV

Here are the natural (NBO) charges for atoms 1 to 6, given in e: C -0.617; C 0.545; O -0.545; N 0.127; O -0.192; H 0.231



Look up the electronic energy of the third one. -283.067788 hartree